1.
C2H4LiOTl as an isolated structure at a distorted geometry. Source: the OMol25 dataset; level of theory: ωB97M-V with the def2-TZVPD basis set.

CARTESIAN COORDINATES (ANGSTROEM)
O 0.244 0.815 -0.551
Tl 0.641 0.637 -3.039
C -0.228 0.426 0.524
C -0.469 -1.013 0.722
H -0.423 1.109 1.352
H -0.069 -1.640 -0.074
H -1.467 -1.308 1.037
Li 1.658 1.822 -1.558
H 0.113 -0.847 1.587

Values from the calculation:
energy above the lowest of the compared OMol25 structures with the same formula, charge and spin = 7.4 kcal per mole
⟨S²⟩ = 0.753
E_tot = -333.545523 a.u.
multiplicity = 2
molar mass = 255.38 g/mol
net charge = +1
Kohn-Sham gap (spin up / spin down) = 5.404 / 10.925 eV

The Löwdin scheme yields these atomic charges, measured in e: -0.339 0.637 -0.224 0.018 0.151 0.108 0.117 0.441 0.090

=====

2.
A 2-piece molecular cluster, C4H12 overall at a distorted geometry. Source: the OMol25 dataset; level of theory: ωB97M-V with the def2-TZVPD basis set.

CARTESIAN COORDINATES (ANGSTROEM)
C -1.129 0.867 0.775
C -1.107 0.741 2.296
H -0.893 1.799 0.266
H -0.513 0.166 0.263
H -2.152 0.616 0.473
H -0.932 1.683 2.822
H -0.350 0.031 2.630
H -2.050 0.428 2.694
C 1.616 -1.031 -1.001
C 0.639 -0.560 -2.039
H 1.989 -2.039 -1.251
H 2.550 -0.480 -1.063
H 1.279 -1.263 0.009
H 1.180 -0.554 -2.989
H -0.296 -1.100 -2.225
H 0.209 0.428 -1.863

Values from the calculation:
energy above the lowest of the compared OMol25 structures with the same formula, charge and spin = 13.1 kcal per mole
E_tot = -159.564091 a.u.
molar mass = 60.14 g/mol
Kohn-Sham gap = 12.571 eV
SMILES = CC.CC

The natural (NBO) scheme yields these atomic charges, measured in e: -0.624 -0.615 0.209 0.208 0.203 0.207 0.205 0.205 -0.624 -0.621 0.204 0.211 0.210 0.207 0.209 0.204